Molecular formula: C16H26BF3O8S2
Method: DFT, ωB97M-V with the def2-TZVPD basis set

Output
LUMO energy ... -2.66 eV
SMILES ... O=C(OB(S)S(=O)(=O)C(F)(F)F)c1ccccc1.COCCOC.COCCOC
HOMO level ... -9.227 eV

The geometry in ORCA input format:
```
! RIJCOSX wB97M-V def2-TZVPD def2/J DEFGRID3
* xyz 0 1
O 1.458 -4.040 4.886
C 0.943 -4.663 3.817
O -0.304 -5.429 3.989
B -1.339 -5.027 3.002
S -1.626 -5.966 1.357
S -2.533 -3.553 3.272
O -1.971 -2.498 4.255
O -2.952 -2.925 1.894
C -4.134 -4.226 4.038
F -4.288 -5.626 3.556
F -4.002 -4.134 5.536
F -5.323 -3.397 3.687
C 1.585 -4.601 2.292
C 1.922 -3.168 1.552
C 2.516 -3.147 0.009
C 2.763 -4.594 -0.768
C 2.462 -6.032 0.012
C 1.865 -6.080 1.562
H -2.358 -7.126 1.658
H 1.734 -2.171 2.136
H 2.746 -2.123 -0.533
H 3.154 -4.650 -1.878
H 2.645 -7.039 -0.569
H 1.619 -7.096 2.101
C 0.159 2.502 -4.065
O -0.713 1.706 -3.269
C -0.523 0.306 -3.489
C 0.324 -0.325 -2.378
O 1.661 0.178 -2.397
C 1.877 1.186 -1.413
H 0.157 3.519 -3.665
H 1.185 2.126 -4.052
H -0.208 2.530 -5.098
H -0.079 0.123 -4.475
H -1.516 -0.156 -3.478
H 0.385 -1.402 -2.552
H -0.138 -0.167 -1.394
H 1.980 0.716 -0.433
H 1.064 1.916 -1.386
H 2.809 1.705 -1.652
C 1.412 4.986 0.094
O 0.335 4.520 -0.711
C -0.914 4.542 -0.015
C -1.751 5.766 -0.407
O -1.131 6.978 0.026
C -0.437 7.639 -1.028
H 2.263 5.197 -0.559
H 1.155 5.899 0.635
H 1.701 4.205 0.808
H -0.757 4.503 1.070
H -1.458 3.638 -0.306
H -2.720 5.704 0.097
H -1.934 5.787 -1.489
H -1.159 8.142 -1.674
H 0.167 6.947 -1.620
H 0.222 8.392 -0.586
*
```

Here are the Löwdin charges for atoms 1 to 8, given in e: number 1, O, carries 0.0346; number 2, C, carries -0.2465; number 3, O, carries 0.0040; number 4, B, carries -0.6478; number 5, S, carries 0.7283; number 6, S, carries 0.8608; number 7, O, carries -0.3390; number 8, O, carries -0.3647

Molecular formula: C9H20N4O4
Method: DFT, ωB97M-V with the def2-TZVPD basis set

Output
LUMO energy ... 0.46 eV
SMILES ... CN(CC(=O)O)NC(=O)C[C@H](N)C[C@@H](O)CN
HOMO level ... -8.945 eV

The geometry in ORCA input format:
```
! RIJCOSX wB97M-V def2-TZVPD def2/J DEFGRID3
* xyz 0 1
C 3.676 0.851 1.055
N 2.787 -0.206 0.525
C 3.274 -1.467 -0.017
C 4.344 -1.265 -1.148
O 3.994 -0.997 -2.286
O 5.698 -1.229 -0.627
N 1.720 0.280 -0.325
C 0.631 1.026 0.233
O 0.604 1.091 1.453
C -0.498 1.417 -0.718
C -1.306 0.158 -1.126
N -2.421 0.779 -1.799
C -1.845 -0.784 0.050
C -2.680 -0.137 1.227
O -2.127 1.064 1.685
C -4.109 0.177 0.790
N -4.838 -0.967 0.193
H 4.499 1.292 0.483
H 4.132 0.477 2.010
H 3.128 1.775 1.243
H 3.634 -2.035 0.885
H 2.472 -1.987 -0.488
H 6.314 -1.057 -1.350
H 1.807 0.163 -1.283
H -1.092 2.169 -0.230
H -0.072 1.961 -1.603
H -0.570 -0.319 -1.742
H -3.298 0.264 -1.902
H -2.662 1.734 -1.458
H -2.219 -1.630 -0.476
H -0.911 -1.119 0.485
H -2.659 -0.788 2.079
H -1.078 1.056 1.728
H -4.200 1.018 0.174
H -4.756 0.317 1.739
H -5.221 -1.593 0.949
H -4.152 -1.486 -0.407
*
```

Here are the Löwdin charges for atoms 1 to 8, given in e: number 1, C, carries -0.0567; number 2, N, carries -0.1611; number 3, C, carries -0.0879; number 4, C, carries -0.3799; number 5, O, carries 0.0868; number 6, O, carries 0.0437; number 7, N, carries 0.0932; number 8, C, carries -0.3922

Molecular formula: C2H4ClNO
Method: DFT, ωB97M-V with the def2-TZVPD basis set

Output
LUMO energy ... -0.11 eV
Energy above the lowest of the compared OMol25 structures with the same formula, charge and spin ... 3.9940 eV
HOMO level ... -8.325 eV

The geometry in ORCA input format:
```
! RIJCOSX wB97M-V def2-TZVPD def2/J DEFGRID3
* xyz 0 1
C -0.103 -0.204 1.082
C -0.521 -0.209 -0.344
N 0.618 1.303 -1.140
O 1.457 0.805 -1.815
Cl 0.129 -1.510 -1.176
H 0.892 -0.043 1.038
H -0.541 0.779 1.480
H -0.426 -1.049 1.615
H -1.505 0.128 -0.741
*
```

Here are the Löwdin charges for atoms 1 to 8, given in e: number 1, C, carries -0.1738; number 2, C, carries -0.7313; number 3, N, carries 0.0352; number 4, O, carries -0.0878; number 5, Cl, carries 0.6826; number 6, H, carries 0.0206; number 7, H, carries 0.1124; number 8, H, carries 0.0593

Molecular formula: C2H2N2O3
Method: DFT, ωB97M-V with the def2-TZVPD basis set

Output
LUMO energy ... 0.14 eV
Energy above the lowest of the compared OMol25 structures with the same formula, charge and spin ... 3.3904 eV
HOMO level ... -9.866 eV

The geometry in ORCA input format:
```
! RIJCOSX wB97M-V def2-TZVPD def2/J DEFGRID3
* xyz 0 1
C 0.947 -0.073 -0.094
C -1.126 -0.153 -0.079
H 2.563 -1.470 0.405
H 2.912 0.376 -0.334
N 2.259 -0.240 0.234
N 0.567 1.196 0.114
O -0.849 1.045 -0.167
O -2.270 -0.498 0.282
O 0.096 -1.078 -0.298
*
```

Here are the Löwdin charges for atoms 1 to 8, given in e: number 1, C, carries -0.5470; number 2, C, carries -0.4729; number 3, H, carries 0.2540; number 4, H, carries 0.1253; number 5, N, carries 0.0866; number 6, N, carries 0.1758; number 7, O, carries 0.0920; number 8, O, carries 0.1224